1.
Molecular formula: C8H7NO4
Method: DFT, the ωB97M-V functional and the def2-TZVPD basis

Its strongest force on any atom is 0.1336 Eh/bohr. The energy above the lowest of the compared OMol25 structures with the same formula, charge and spin comes out at 424.3 kJ/mol.

ORCA input file:
```
! RIJCOSX wB97M-V def2-TZVPD def2/J DEFGRID3
* xyz 0 1
C 0.097 -1.535 2.077
C 0.151 -0.412 -0.478
C 0.528 -2.535 1.124
C 0.486 -0.278 -1.852
C 0.517 -2.027 -0.224
C -0.272 0.279 0.660
C 0.437 1.030 -2.654
C -1.198 2.290 1.510
N 0.945 -1.423 -2.370
O 0.802 -3.662 1.542
O -0.238 -0.245 1.832
O 0.844 -2.467 -1.418
O -0.706 1.502 0.459
H 0.221 -1.749 3.075
H 0.671 0.664 -3.711
H 1.350 1.475 -2.292
H -0.329 1.668 -2.456
H -0.485 2.722 2.284
H -1.949 1.686 2.044
H -1.869 3.017 0.847
*
```

2.
Molecular formula: C8H7NO4Pb
Method: DFT, the ωB97M-V functional and the def2-TZVPD basis

The value obtained for the electronic energy is -23318.6626 eV. Its strongest force on any atom is 0.0195 Eh/bohr.

ORCA input file:
```
! RIJCOSX wB97M-V def2-TZVPD def2/J DEFGRID3
* xyz 2 1
O 2.722 -0.591 2.262
C 2.299 -0.102 1.165
O 2.746 -0.484 0.037
C 1.594 -0.268 -0.931
O 2.051 0.035 -2.152
C 0.774 0.829 -0.192
C -0.665 0.418 -0.126
C -1.571 0.986 -1.005
C -2.887 0.541 -0.972
N -3.326 -0.393 -0.138
C -2.450 -0.925 0.708
C -1.117 -0.560 0.753
O 1.419 0.842 1.143
H 1.058 -1.220 -0.902
H 1.663 -0.538 -2.826
H 0.879 1.804 -0.666
H -1.277 1.754 -1.711
H -3.612 0.965 -1.660
H -2.824 -1.696 1.375
H -0.458 -1.046 1.467
Pb 2.980 -0.348 4.372
*
```

3.
Molecular formula: C8H7NO5
Method: DFT, the ωB97M-V functional and the def2-TZVPD basis

Its strongest force on any atom is 0.0993 Eh/bohr. The energy above the lowest of the compared OMol25 structures with the same formula, charge and spin comes out at 488.0 kJ/mol.

ORCA input file:
```
! RIJCOSX wB97M-V def2-TZVPD def2/J DEFGRID3
* xyz 0 1
C 0.058 -2.115 0.167
C -1.262 -1.541 0.281
C 1.130 -1.431 -0.231
C -1.453 -0.211 0.405
C -2.689 0.525 0.085
C -0.948 2.006 0.155
C -0.401 0.740 0.768
C 1.144 0.056 -0.396
N 2.137 0.705 0.416
O -3.820 0.133 -0.065
O 2.263 0.251 1.517
O 2.676 1.661 -0.069
O -2.410 1.821 0.052
O 1.125 0.449 -1.735
H 0.280 -3.201 0.164
H -2.187 -2.238 0.114
H 2.113 -2.050 -0.490
H -0.603 2.828 0.775
H -0.672 2.166 -0.846
H 0.164 0.549 1.648
H 1.693 1.289 -1.636
*
```

4.
Molecular formula: C8H7O3P
Method: DFT, the ωB97M-V functional and the def2-TZVPD basis

Its strongest force on any atom is 0.0571 Eh/bohr. The energy above the lowest of the compared OMol25 structures with the same formula, charge and spin comes out at 0.0 kJ/mol.

ORCA input file:
```
! RIJCOSX wB97M-V def2-TZVPD def2/J DEFGRID3
* xyz -2 1
C -1.284 1.579 -0.636
C -0.135 1.337 0.046
C -1.404 -0.874 -2.273
C -0.287 -1.733 -2.017
C -1.139 0.304 -1.501
C 0.479 -1.228 -0.950
C -0.015 0.059 -0.707
C 0.557 -1.868 2.149
O 1.509 -1.958 -0.373
O 2.462 -0.081 1.264
O 3.030 -2.557 1.538
P 2.101 -1.519 1.120
H -2.054 2.276 -0.718
H 0.425 1.797 0.911
H -2.167 -0.972 -2.995
H -0.152 -2.697 -2.471
H 0.134 -0.985 2.619
H -0.251 -2.163 1.439
H 0.603 -2.506 2.999
*
```

Please write out number 4 again, unchanged.
Molecular formula: C8H7O3P
Method: DFT, the ωB97M-V functional and the def2-TZVPD basis

Its strongest force on any atom is 0.0571 Eh/bohr. The energy above the lowest of the compared OMol25 structures with the same formula, charge and spin comes out at 0.0 kJ/mol.

ORCA input file:
```
! RIJCOSX wB97M-V def2-TZVPD def2/J DEFGRID3
* xyz -2 1
C -1.284 1.579 -0.636
C -0.135 1.337 0.046
C -1.404 -0.874 -2.273
C -0.287 -1.733 -2.017
C -1.139 0.304 -1.501
C 0.479 -1.228 -0.950
C -0.015 0.059 -0.707
C 0.557 -1.868 2.149
O 1.509 -1.958 -0.373
O 2.462 -0.081 1.264
O 3.030 -2.557 1.538
P 2.101 -1.519 1.120
H -2.054 2.276 -0.718
H 0.425 1.797 0.911
H -2.167 -0.972 -2.995
H -0.152 -2.697 -2.471
H 0.134 -0.985 2.619
H -0.251 -2.163 1.439
H 0.603 -2.506 2.999
*
```

Question: Which value of strongest force on any atom does entry 3 give?
Answer: 0.0993 Eh/bohr

Question: Which of these has the highest strongest force on any atom?
Answer: C8H7NO4